Run a
The following is a DFT calculation (wB97M-V/def2-TZVPD) of a molecular structure, C30H47BrN3O2PSZr.

Calculated values
- Total charge: +2
- HOMO: -0.47880 Ha

```
86
Properties=species:S:1:pos:R:3:lowdin_charge:R:1
Zr -0.0717 -0.2697 0.0819 1.391
Br 2.6389 -0.2461 0.8484 0.889
S -0.5044 2.0333 1.5233 0.793
P 0.2793 0.5802 -2.7969 0.950
O -1.8439 -0.8641 0.4390 -0.361
O -2.8172 -3.4185 0.6360 0.069
N 0.4062 1.0081 -1.2891 -0.444
N 0.1453 -0.8634 2.2729 -0.197
N -1.0760 -1.3472 2.5748 0.034
C -1.2492 -1.8826 -2.6044 -0.075
C -5.4364 -3.2878 3.1559 -0.049
C -1.1474 2.8269 -3.5261 -0.085
C 2.1393 2.6199 -3.1985 -0.081
C -2.4699 1.0155 -2.4481 -0.084
C 3.6209 -0.2594 4.9977 -0.221
C 2.6101 0.2744 5.8119 -0.034
C -1.8452 2.8537 0.6059 -0.316
C -2.2149 -0.8302 1.7665 -0.393
C -4.6204 -3.7541 2.1442 0.013
C 2.4153 -0.4349 2.8051 -0.497
C 0.8793 3.0704 0.9511 -0.336
C 1.7260 1.2301 -5.2339 -0.058
C -3.6082 -2.9439 1.6354 -0.256
C 2.7812 0.3497 7.1791 -0.052
C 4.8137 -0.6885 5.6045 -0.012
C 3.0369 0.3513 -3.2789 -0.080
C -5.2753 -2.0028 3.6570 -0.070
C -1.8052 0.8368 -4.8652 -0.057
C -1.3697 1.3119 -3.4839 -0.579
C 0.1686 -1.3800 -2.9187 -0.578
C 1.0883 -1.9916 -1.8343 -0.108
C 3.5292 -0.3150 3.5635 -0.052
C -3.4130 -1.6661 2.1667 -0.124
C 1.0806 -0.7648 3.1634 -0.156
C 0.5583 -1.9076 -4.3016 -0.060
C 4.9637 -0.6390 6.9744 -0.044
C -4.2626 -1.2028 3.1677 -0.037
C 3.9515 -0.1135 7.7664 -0.036
C 1.8466 1.2107 -3.7159 -0.593
H 3.1287 0.3564 -2.1903 0.054
H -4.1211 -0.2051 3.5587 0.116
H 1.4150 3.3538 -3.5279 0.068
H -3.1611 1.8564 -2.4019 0.099
H -0.5290 3.1136 -4.3723 0.075
H -1.9275 -1.7147 -3.4386 0.087
H -1.6638 -1.4053 -1.7064 0.038
H -2.0446 0.8639 -1.4395 0.021
H 4.0823 -0.0352 8.8337 0.119
H 2.6864 1.5146 -5.6609 0.103
H 2.0500 -1.4769 -1.7755 0.040
H -1.9885 3.8502 1.0195 0.062
H -1.2201 -2.9657 -2.4471 0.115
H -6.2062 -3.9265 3.5569 0.117
H -2.7564 2.2728 0.7358 0.051
H -1.2812 -1.5214 3.5589 0.166
H -1.5732 2.9040 -0.4473 0.021
H 1.6142 -1.7702 -4.5100 0.072
H 5.6020 -1.0931 4.9888 0.122
H -2.7081 1.3784 -5.1449 0.106
H 0.3486 -2.9757 -4.3699 0.105
H 1.2847 -3.0383 -2.0891 0.126
H 2.9905 -0.6687 -3.6456 0.068
H 1.0001 1.9679 -5.5620 0.074
H -0.0148 -1.4083 -5.0784 0.079
H 2.1784 2.6236 -2.1108 0.061
H 0.5861 -1.9905 -0.8272 0.024
H 0.6378 4.1092 1.1622 0.060
H -2.0431 -0.2221 -4.8841 0.068
H -2.4070 0.2302 2.0705 0.117
H 0.8916 -1.0216 4.2058 0.148
H 1.7666 2.7834 1.5096 0.034
H -5.9259 -1.6299 4.4317 0.111
H -0.6787 3.1747 -2.6046 0.067
H 5.8774 -0.9938 7.4252 0.119
H -2.3279 -2.6669 0.2626 0.061
H 1.7267 0.7022 5.3620 0.108
H 1.4563 0.2628 -5.6442 0.071
H -4.7420 -4.7424 1.7288 0.128
H 3.9485 0.7884 -3.6842 0.104
H 4.4738 -0.2588 3.0378 0.120
H 1.0193 2.9003 -0.1180 0.003
H 1.9983 0.7717 7.7909 0.116
H -1.0507 1.0390 -5.6188 0.075
H -3.0541 0.1413 -2.7224 0.085
H -2.1017 3.3392 -3.6438 0.100
H 3.1119 2.9340 -3.5710 0.102
```



Run b
The following is a DFT calculation (wB97M-V/def2-TZVPD) of a molecular structure, C30H47BrN3O2PSZr.

Calculated values
- Total charge: +2
- HOMO: -0.48598 Ha

```
86
Properties=species:S:1:pos:R:3:lowdin_charge:R:1
Zr 1.0762 -0.4800 -0.1687 1.314
Br 1.4164 -1.4371 2.5110 0.850
S 3.6688 -0.7382 -0.9782 0.739
P 0.1099 2.7377 0.2709 0.972
O -2.0943 -4.0394 -3.0675 0.050
O 0.4285 -0.9878 -1.9067 -0.362
N -0.2328 -2.3539 0.1061 -0.112
N -0.4626 -2.9376 -1.1168 0.042
N 0.1949 1.1239 0.3082 -0.425
C 3.6577 -2.4495 -1.5727 -0.325
C 2.0083 4.8747 0.0196 -0.058
C 2.1523 2.9941 -1.6163 -0.078
C -0.8866 -4.3238 -5.1449 0.000
C 4.7850 -0.8555 0.4421 -0.341
C 0.7646 -2.2335 -4.3760 -0.032
C -4.1245 -4.3348 3.2858 -0.054
C -1.0868 -3.6854 -3.9330 -0.258
C 0.7531 3.1511 2.9481 -0.082
C 0.9742 -2.8644 -5.5928 -0.065
C 2.9148 2.6628 0.7058 -0.090
C -0.6131 -2.9444 1.1794 -0.149
C -1.8625 -3.7347 3.8660 -0.226
C 0.1468 -3.9111 -5.9720 -0.054
C -0.5248 -1.9557 -2.2177 -0.351
C -0.4188 3.3102 1.9667 -0.605
C -2.5486 2.9791 -0.4983 -0.082
C -0.8903 4.7689 2.0020 -0.059
C -3.0004 -3.5550 3.0730 -0.044
C 1.8434 3.3605 -0.1545 -0.587
C -1.0121 4.6924 -1.4765 -0.063
C -1.8864 -4.6751 4.9005 -0.017
C -0.9917 2.3082 -2.2644 -0.079
C -3.0060 -5.4625 5.0973 -0.047
C -1.1297 3.2280 -1.0376 -0.600
C -1.5326 2.3842 2.4865 -0.082
C -0.2585 -2.6420 -3.5318 -0.110
C -0.1686 -2.5441 2.4929 -0.554
C -0.6462 -2.9490 3.6757 -0.059
C -4.1227 -5.2961 4.2876 -0.045
H 4.6479 -2.6830 -1.9569 0.062
H -1.0689 5.3941 -0.6459 0.075
H -2.4635 2.4662 1.9360 0.061
H -1.8479 4.9115 -2.1438 0.102
H -2.8363 3.6676 0.2917 0.068
H -1.2144 -3.6221 -1.1401 0.133
H 1.9266 5.1835 1.0598 0.073
H -1.5367 -5.1383 -5.4428 0.125
H -1.0995 5.0314 3.0409 0.103
H -2.6574 -4.7092 -3.4718 0.124
H -1.8064 2.5543 -2.9477 0.100
H 1.3823 -1.3943 -4.0831 0.108
H 3.8865 2.8076 0.2306 0.099
H 1.1795 2.1469 2.9170 0.071
H -2.6737 1.9545 -0.1457 0.084
H 5.7835 -1.0765 0.0727 0.061
H 3.0065 5.1562 -0.3230 0.104
H -0.0995 4.8902 -2.0360 0.071
H -0.1357 5.4648 1.6382 0.073
H 0.2989 -4.4087 -6.9199 0.118
H -3.0291 -2.7631 2.3342 0.115
H 1.5394 3.8852 2.7887 0.069
H -1.7380 2.6678 3.5204 0.098
H -5.0103 -4.1793 2.6851 0.115
H -1.0929 1.2591 -1.9886 0.055
H 1.5706 3.5776 -2.3242 0.073
H 4.7924 0.1135 0.9369 0.039
H -1.5161 -1.4821 -2.2411 0.165
H -5.0033 -5.9017 4.4540 0.118
H -1.8070 4.9310 1.4398 0.070
H -1.2135 1.3416 2.4777 0.066
H 1.7690 -2.5340 -6.2468 0.111
H 2.7293 1.5865 0.7872 0.021
H -3.2441 3.1298 -1.3255 0.099
H 3.2043 3.2091 -1.8108 0.100
H 2.9258 -2.5148 -2.3762 0.030
H -1.0197 -4.7961 5.5387 0.123
H -3.0139 -6.1983 5.8895 0.118
H 2.9810 3.0590 1.7134 0.071
H 3.3949 -3.1356 -0.7694 0.057
H -1.2395 -3.8330 1.1330 0.150
H 1.9876 1.9318 -1.8217 0.055
H -0.0646 2.4362 -2.8129 0.066
H 4.4578 -1.6324 1.1296 0.037
H 0.3669 3.3126 3.9556 0.099
H 1.2922 5.4465 -0.5656 0.070
H -0.0851 -2.6984 4.5698 0.123
```



Which one sits at the bottom of the stability order? run a does.



Run a
The following is a DFT calculation (wB97M-V/def2-TZVPD) of a molecular structure, C21H20AsClN3O8S4SbTi.

Calculated values
- Total charge: -2
- HOMO (alpha / beta): -0.05022 / -0.05861 Ha
- Spin multiplicity: 3

```
60
Properties=species:S:1:pos:R:3:lowdin_charge:R:1
Sb -2.3048 2.8268 -3.1514 1.165
As 0.2195 2.7149 0.8146 -0.486
Ti -0.5870 0.0471 0.2615 0.553
Cl 5.2856 -4.2610 -0.5899 0.788
S 0.9102 4.5599 0.0270 -0.208
S -0.0274 2.8809 2.9084 -0.167
S 1.5644 1.0661 0.2226 0.151
S -1.7065 2.0983 -0.1479 0.127
O -0.9033 -1.5726 -3.4027 0.122
O 4.8206 -4.9828 2.1799 0.024
O -0.4265 -0.2946 -1.6166 -0.176
O -3.2236 -1.0268 3.1862 0.131
O -1.7860 0.1080 1.8984 -0.163
O 0.9356 -2.7936 3.0598 0.024
O 0.2776 -1.2445 1.6596 -0.120
O 3.0455 -4.5042 3.3874 0.112
N 2.0803 -2.1809 -0.2139 0.177
N -1.8638 -1.4074 -0.0337 0.007
N 3.1519 -2.6757 -0.8506 -0.080
C 1.0181 -2.2199 1.9580 -0.522
C -0.2107 2.4201 -3.4028 -0.358
C 4.0206 -1.4206 -4.7466 -0.098
C -2.5861 -3.2478 -1.4058 -0.043
C -1.8322 -2.0647 -1.2213 -0.212
C 3.9233 -2.7779 -4.4688 -0.093
C -1.0225 -1.3175 -2.0920 -0.462
C 3.8400 -0.4879 -3.7352 -0.064
C -3.3511 -3.7069 -0.3240 -0.113
C 3.2189 -3.5851 1.1617 -0.043
C -3.3914 -3.0350 0.8799 -0.027
C -3.3272 0.9225 -2.8835 -0.358
C 3.5504 -0.9041 -2.4449 0.009
C 3.6475 -3.2049 -3.1792 -0.050
C -2.5230 -0.8980 2.0549 -0.452
C 3.7553 -4.4081 2.2976 -0.530
C -2.6296 -1.8415 1.0096 -0.178
C 3.4613 -2.2612 -2.1802 -0.203
C -2.5373 2.5332 -5.3283 -0.402
C 3.8482 -3.5179 -0.0578 -0.586
C 2.0924 -2.6970 0.9950 -0.100
H -2.9756 -0.2628 3.7245 0.133
H -3.1606 0.2605 -3.7359 -0.005
H -4.3947 1.1283 -2.7827 -0.009
H 3.9132 0.5698 -3.9487 0.108
H 0.3181 2.6215 -2.4730 -0.049
H -1.9972 1.6329 -5.6372 -0.015
H -3.5962 2.4131 -5.5885 -0.025
H 2.1757 -3.9494 3.3378 0.104
H -2.1475 3.3926 -5.8857 -0.026
H -2.5544 -3.7876 -2.3438 0.084
H 4.2299 -1.0868 -5.7565 0.096
H -2.9887 0.4476 -1.9673 -0.054
H 0.1620 3.0885 -4.1827 -0.004
H -3.9921 -3.3785 1.7111 0.100
H -0.0757 1.3832 -3.6932 -0.008
H -1.5558 -2.2483 -3.6270 0.104
H 3.5641 -4.2590 -2.9489 0.101
H 3.3650 -0.1906 -1.6486 0.080
H -3.9339 -4.6126 -0.4450 0.091
H 4.0508 -3.5069 -5.2603 0.096
```



Run b
The following is a DFT calculation (wB97M-V/def2-TZVPD) of a molecular structure, C21H20AsClN3O8S4SbTi.

Calculated values
- Total charge: -2
- HOMO (alpha / beta): -0.05094 / -0.05369 Ha
- Spin multiplicity: 3

```
60
Properties=species:S:1:pos:R:3:lowdin_charge:R:1
Sb -2.2490 2.8027 -0.0329 1.279
As 2.1917 2.6077 -2.3072 -0.379
Ti 0.6573 0.5755 -0.9309 0.352
Cl -0.4838 -5.2798 -0.7854 0.801
S 0.9007 2.8524 -0.5019 0.161
S 4.2654 2.6377 -1.7216 -0.044
S 1.5991 0.6637 -3.1761 0.142
S 1.9790 4.1884 -3.6881 -0.224
O -2.6875 -0.2670 -2.8278 0.075
O 4.0183 1.0873 0.8954 0.049
O -2.4661 -1.1447 2.6072 0.089
O 2.4540 0.3341 -0.5032 -0.327
O -3.5949 -2.5932 -2.8973 0.112
O -2.0407 -0.5136 0.5301 0.071
O -3.0754 -4.6180 -2.1757 0.042
O -0.9327 0.7294 -1.8861 -0.271
N 0.4983 -2.7740 -0.8270 -0.026
N 0.5912 0.1701 1.2123 0.057
N 0.2155 -1.5381 -1.2672 0.080
C 1.7231 -3.0178 -0.1614 -0.182
C -0.1099 -0.1086 3.5092 -0.020
C -0.9876 -1.5875 -1.8344 -0.121
C 2.1146 0.6361 3.0723 0.006
C 2.9808 -4.0426 1.6056 -0.092
C 1.7734 -3.8386 0.9615 -0.049
C -4.3586 3.1769 0.4716 -0.376
C -0.3496 -0.1704 2.1464 -0.194
C -2.5476 3.2710 -2.1194 -0.307
C -1.5055 -2.9009 -1.7890 -0.045
C -2.7913 -3.4450 -2.3000 -0.519
C 2.8777 -2.3967 -0.6302 0.001
C -1.6020 -0.2905 -2.2299 -0.539
C 4.0732 -2.5924 0.0382 -0.057
C 1.1342 0.3296 3.9799 -0.088
C 2.7982 0.6599 0.6779 -0.541
C -1.8014 4.9040 0.3599 -0.360
C 1.8364 0.5165 1.7063 -0.222
C -0.5290 -3.6168 -1.1244 -0.559
C -1.6570 -0.5997 1.6669 -0.480
C 4.1342 -3.4183 1.1520 -0.089
H -0.8141 5.1249 -0.0376 -0.036
H 3.0174 -4.6827 2.4781 0.097
H -2.9586 2.4071 -2.6373 -0.013
H -2.5493 5.5225 -0.1375 -0.013
H -4.9875 2.3660 0.1012 -0.023
H -3.2983 -1.3443 2.1587 0.123
H 3.0965 0.9779 3.3679 0.118
H 0.8745 -4.3041 1.3349 0.085
H -4.7247 4.1234 0.0731 -0.020
H -3.2265 4.1217 -2.1965 -0.003
H 4.9671 -2.0997 -0.3197 0.116
H -0.9055 -0.3864 4.1842 0.104
H 1.3159 0.4186 5.0429 0.090
H 2.8305 -1.7671 -1.5104 0.108
H -1.5788 3.5206 -2.5527 0.004
H 5.0749 -3.5808 1.6623 0.096
H -4.4501 3.1994 1.5599 -0.029
H -3.2413 -1.6302 -2.8893 0.045
H -1.8117 5.1179 1.4301 -0.016
H 4.3227 1.5067 0.0120 -0.039
```



Which one sits at the bottom of the stability order? run a does.



Run a
The following is a DFT calculation (wB97M-V/def2-TZVPD) of 2 unconnected molecules or ions with the total composition C2H8OS.

Calculated values
- HOMO: -0.31446 Ha
- SMILES string: CSC.O

```
12
Properties=species:S:1:pos:R:3:lowdin_charge:R:1
S 0.3528 1.6622 1.0093 0.724
O -0.9296 -2.0756 -1.2141 -0.049
C -0.5023 0.0866 1.2287 -0.446
C 1.1056 1.4549 -0.6254 -0.430
H -0.3353 -1.8301 -0.5096 -0.012
H -0.9097 0.0652 2.2380 0.030
H -1.3857 -2.8735 -0.9539 0.035
H 0.3727 1.1532 -1.3692 0.034
H 0.1065 -0.7969 1.0660 0.023
H 1.8898 0.6994 -0.5316 0.029
H -1.3983 0.1067 0.6087 0.033
H 1.6336 2.3479 -0.9467 0.028
```



Run b
The following is a DFT calculation (wB97M-V/def2-TZVPD) of 2 unconnected molecules or ions with the total composition C2H8OS.

Calculated values
- HOMO: -0.35406 Ha
- SMILES string: CCO.S

```
12
Properties=species:S:1:pos:R:3:lowdin_charge:R:1
S -2.0944 -0.9907 -0.4096 0.495
O 0.9976 0.6098 1.4303 -0.084
C 1.4562 1.1696 -0.9085 -0.082
C 1.5051 0.1309 0.2000 -0.343
H 1.7124 1.0496 1.8949 0.083
H 0.5568 1.1290 -1.5093 0.062
H 2.4738 -0.3558 0.3306 0.111
H -1.5304 -2.1875 -0.1853 -0.212
H 2.2887 1.0603 -1.5982 0.068
H -1.1758 -0.4508 0.4013 -0.243
H 1.5729 2.1800 -0.5163 0.074
H 0.8802 -0.6995 -0.1374 0.071
```



Which one sits at the bottom of the stability order? run b does.



Run a
The following is a DFT calculation (wB97M-V/def2-TZVPD) of 4 unconnected molecules or ions with the total composition C2H10O4.

Calculated values
- HOMO: -0.38590 Ha
- SMILES string: CC=O.O.O.O

```
16
Properties=species:S:1:pos:R:3:lowdin_charge:R:1
O -1.1387 2.9099 0.6846 -0.096
O -2.4322 0.6852 0.0152 -0.060
O 1.1034 -1.6394 -4.0409 -0.063
O -0.0375 -0.6041 0.7036 0.021
C 2.1298 -0.9189 1.5709 -0.047
C 0.6699 -0.6001 1.6859 -0.265
H 2.6305 0.0561 1.4468 0.095
H 1.6594 -2.4013 -4.2574 0.038
H 0.2376 -0.3271 2.6602 0.128
H 2.4272 -1.3285 0.5954 0.087
H 2.6557 -1.4512 2.3320 0.065
H -1.7145 0.2316 0.4906 0.009
H -1.7508 2.1527 0.5463 -0.023
H -0.5550 2.7827 -0.0691 0.023
H -3.2563 0.3110 0.3454 0.064
H 0.7502 -1.6726 -3.1509 0.025
```



Run b
The following is a DFT calculation (wB97M-V/def2-TZVPD) of 4 unconnected molecules or ions with the total composition C2H10O4.

Calculated values
- HOMO: -0.33235 Ha
- SMILES string: C=CO.O.O.O

```
16
Properties=species:S:1:pos:R:3:lowdin_charge:R:1
O 2.0658 0.3525 -3.8222 -0.106
O -2.2544 -2.9687 4.4974 -0.075
O 0.9699 1.2760 1.7120 0.002
O -4.1743 -2.5616 -2.4762 -0.099
C 1.3573 2.0061 0.6879 -0.330
C 2.5499 2.5301 0.4885 -0.016
H 2.7745 3.0545 -0.4124 0.033
H 2.5913 0.4464 -2.9984 0.037
H 3.3172 2.6159 1.2493 0.055
H -4.8836 -2.1354 -2.8995 -0.022
H 0.3305 1.9514 0.0787 0.167
H -3.0443 -2.6181 4.0335 0.049
H 2.7298 0.2995 -4.5775 0.066
H -3.5880 -2.4876 -3.3696 0.122
H -2.3405 -2.7878 5.4381 0.027
H 1.5986 1.0269 2.3703 0.093
```



Which one sits at the bottom of the stability order? run b does.